Record 1
Entry from the OMol25 dataset: a cluster of 2 separate species, C8H10NO in total at a distorted geometry (the ωB97M-V functional and the def2-TZVPD basis).

Each line ends with the Löwdin charge.
CARTESIAN COORDINATES (ANGSTROEM)
C: -2.54 1.16 -0.75  0.059
C: -2.69 0.15 -1.42  0.017
C: 1.33 0.40 -1.00  -0.021
C: 2.60 0.88 -1.28  -0.095
C: 2.70 0.16 0.79  -0.051
C: 1.40 -0.08 0.34  -0.213
C: -2.02 -0.76 0.81  0.119
C: 0.33 -0.50 1.30  -0.105
N: -0.74 -1.04 0.50  0.041
O: 3.35 0.77 -0.20  0.017
H: -2.58 1.71 0.14  0.042
H: 0.61 0.49 -1.83  0.112
H: 3.02 1.41 -2.13  0.140
H: 3.35 0.04 1.72  0.177
H: -2.69 -1.35 0.29  0.075
H: -2.98 -0.48 -2.32  0.107
H: -2.40 -0.18 1.61  0.121
H: -0.12 0.13 2.03  0.135
H: 0.79 -1.35 1.78  0.145
H: -0.72 -1.55 -0.37  0.177

For the highest occupied orbital energy, the calculation gives -12.2 eV. For the HOMO-LUMO gap, the calculation gives 0.277 hartree. As for the charge: +1. The LUMO energy comes out at -4.65 eV. The largest force on an atom comes out at 5.7 eV/Å. For the energy relative to the best compared isomer or geometry (same formula, charge and spin), the calculation gives 124.32 kcal per mole.



Record 2
Entry from the OMol25 dataset: a cluster of 5 separate species, C29H31F4N2O2 in total (the ωB97M-V functional and the def2-TZVPD basis).

Each line ends with the Löwdin charge.
CARTESIAN COORDINATES (ANGSTROEM)
N: 3.31 -1.40 2.39  0.129
C: 3.32 -0.05 2.05  -0.562
O: 3.90 0.76 2.74  0.033
C: 2.61 0.27 0.75  -0.140
C: 1.10 -0.07 0.86  -0.397
N: 0.51 0.63 1.93  -0.120
C: -0.91 0.58 1.87  -0.371
C: -1.63 -0.78 1.98  -0.258
O: -1.60 -1.54 0.76  -0.124
H: 3.29 -1.53 3.39  0.091
H: 2.54 -1.90 1.96  0.068
H: 3.04 -0.35 -0.04  0.105
H: 2.77 1.32 0.52  0.102
H: 1.04 -1.19 0.90  0.090
H: 0.64 0.17 -0.15  0.089
H: -1.32 1.18 2.70  0.083
H: -1.33 1.04 0.93  0.089
H: -1.16 -1.37 2.77  0.096
H: -2.69 -0.63 2.24  0.098
H: -1.13 -1.00 0.11  0.034
F: -0.51 -2.08 5.62  0.041
C: -0.67 -0.81 6.04  -0.280
C: -0.22 0.22 5.23  -0.009
C: -0.39 1.52 5.69  -0.072
C: -0.98 1.77 6.92  -0.109
C: -1.41 0.71 7.71  -0.109
C: -1.26 -0.60 7.27  -0.035
H: 0.23 0.03 4.26  0.092
H: -0.05 2.33 5.06  0.110
H: -1.11 2.79 7.27  0.092
H: -1.87 0.90 8.67  0.094
H: -1.59 -1.44 7.86  0.108
F: 2.99 1.54 -2.21  0.059
C: 2.79 0.60 -3.16  -0.285
C: 1.52 0.49 -3.69  -0.005
C: 1.31 -0.46 -4.68  -0.090
C: 2.34 -1.28 -5.10  -0.107
C: 3.60 -1.16 -4.53  -0.089
C: 3.84 -0.20 -3.55  -0.018
H: 0.73 1.12 -3.31  0.093
H: 0.32 -0.56 -5.11  0.105
H: 2.16 -2.04 -5.85  0.097
H: 4.40 -1.81 -4.84  0.100
H: 4.81 -0.09 -3.08  0.116
F: -1.44 1.81 -3.37  0.030
C: -1.33 3.04 -2.81  -0.284
C: -1.69 4.14 -3.55  -0.026
C: -1.56 5.39 -2.97  -0.098
C: -1.07 5.52 -1.67  -0.101
C: -0.71 4.38 -0.95  -0.065
C: -0.84 3.12 -1.52  -0.002
H: -2.06 4.01 -4.56  0.112
H: -1.84 6.28 -3.53  0.098
H: -0.97 6.50 -1.22  0.097
H: -0.32 4.47 0.05  0.112
H: -0.56 2.23 -0.98  0.100
F: 0.29 -3.58 -4.19  0.044
C: -0.81 -3.73 -3.42  -0.279
C: -1.41 -2.60 -2.89  -0.004
C: -2.56 -2.77 -2.12  -0.077
C: -3.07 -4.04 -1.89  -0.092
C: -2.44 -5.15 -2.43  -0.093
C: -1.29 -5.00 -3.21  -0.027
H: -0.98 -1.63 -3.07  0.106
H: -3.03 -1.90 -1.69  0.105
H: -3.95 -4.16 -1.28  0.101
H: -2.83 -6.14 -2.24  0.099
H: -0.78 -5.85 -3.64  0.111

For the highest occupied orbital energy, the calculation gives -2.7 eV. For the HOMO-LUMO gap, the calculation gives 0.199 hartree. As for the charge: -1. The LUMO energy comes out at 2.73 eV. The largest force on an atom comes out at 0.5 eV/Å.



Record 3
Entry from the OMol25 dataset: the molecule C5H6O at a distorted geometry (the ωB97M-V functional and the def2-TZVPD basis).

Each line ends with the Löwdin charge.
CARTESIAN COORDINATES (ANGSTROEM)
C: -1.77 0.20 0.73  -0.029
C: -0.43 0.05 0.15  -0.257
C: 0.68 -0.62 0.54  -0.056
C: 1.71 -0.38 -0.42  -0.081
C: 1.17 0.44 -1.36  -0.162
O: -0.10 0.74 -1.11  0.014
H: -1.77 -0.24 1.73  0.084
H: -2.04 1.25 0.82  0.084
H: -2.53 -0.30 0.12  0.083
H: 0.76 -1.22 1.42  0.107
H: 2.70 -0.77 -0.38  0.095
H: 1.61 0.85 -2.25  0.117

As for the SMILES: Cc1ccco1. For the highest occupied orbital energy, the calculation gives -8.4 eV. For the HOMO-LUMO gap, the calculation gives 0.350 hartree. The LUMO energy comes out at 1.12 eV. The largest force on an atom comes out at 2.9 eV/Å. For the energy relative to the best compared isomer or geometry (same formula, charge and spin), the calculation gives 7.97 kcal per mole.